C6H10O | wB97M-V/def2-TZVPD

Atoms and positions in Å:
C  -1.924907  -0.422581  0.397202
C  -0.881988  -0.375862  -0.693745
O  -0.651261  1.180337  -0.693359
C  0.687734  1.524359  -0.390178
C  1.432149  0.220333  -0.189360
C  1.055609  -0.662986  0.964063
C  0.487190  -0.931828  -0.398705
H  -1.679578  0.667005  0.522435
H  -1.678933  -1.006743  1.290025
H  -2.959570  -0.583340  0.078113
H  -1.245934  -0.627431  -1.694859
H  1.106657  2.089245  -1.232159
H  0.771123  2.176917  0.502980
H  2.439082  0.163799  -0.583511
H  0.396657  -0.267546  1.734127
H  1.817595  -1.340475  1.336217
H  0.828383  -1.803209  -0.949292

Force components x, y, z for each atom (eV/Å):
0.035 0.816 0.239
0.613 1.503 -0.251
0.353 -1.072 -0.888
0.352 -0.246 -0.226
0.345 0.028 -0.125
0.102 0.051 0.197
0.078 0.036 -0.178
-1.916 -0.844 1.698
-0.021 -0.035 -0.390
0.327 0.009 -0.006
0.199 0.065 0.197
0.101 -0.106 0.070
-0.403 -0.309 -0.281
0.004 -0.055 0.095
0.106 -0.004 -0.178
-0.128 0.060 -0.053
-0.146 0.102 0.079

Computed properties:
Electronic energy: -309.77385 Eh
SMILES: C[C@H]1OC[C@H]2C[C@H]21
ΔE to the lowest compared entry with this formula, charge and spin: 179.9 kJ/mol
Strongest force on any atom: 2.70 eV/Å
Gap between HOMO and LUMO: 10.54 eV
LUMO energy: 1.112 eV
M: 98.14 g/mol